No. 1
The following is a DFT calculation (ωB97M-V/def2-TZVPD) of the molecule C3H7NO2.

Results
Net charge: 0
Relative energy (zero: lowest compared OMol25 entry of this formula, charge and spin), eV: 0.567
Gap between HOMO and LUMO, eV: 10.56

The geometry in XYZ format:
```
13
Properties=species:S:1:pos:R:3:forces:R:3
C 0.4384 1.5559 -0.5443 -0.019 0.062 -0.006
C 0.1564 0.4174 0.4465 0.315 0.016 -0.055
O -1.0766 0.4891 1.1472 -0.194 -0.033 -0.196
C 0.3271 -0.9247 -0.2757 0.125 -0.063 -0.146
N -0.4784 -1.9368 0.1673 0.162 -0.099 -0.007
O 1.0866 -1.0555 -1.2175 -0.210 -0.001 0.315
H 1.5042 1.8006 -0.5242 -0.168 -0.028 -0.040
H -0.1259 2.4531 -0.2781 0.055 -0.154 0.094
H 0.2056 1.2633 -1.5717 -0.087 0.063 0.174
H 0.9061 0.4596 1.2451 -0.023 -0.088 -0.126
H -1.7903 0.2269 0.5509 0.076 0.160 0.024
H -0.8548 -1.9095 1.1027 -0.010 0.094 -0.147
H -0.2984 -2.8393 -0.2481 -0.023 0.071 0.117
```
Positions in Å, forces in eV/Å.

***

No. 2
The following is a DFT calculation (ωB97M-V/def2-TZVPD) of a cluster of 2 separate species, C22H23N2O in total in a non-equilibrium geometry.

Results
Net charge: +1
Relative energy (zero: lowest compared OMol25 entry of this formula, charge and spin), eV: 5.617
Gap between HOMO and LUMO, eV: 5.91

The geometry in XYZ format:
```
48
Properties=species:S:1:pos:R:3:forces:R:3
C -4.5305 -2.1252 2.5899 0.516 -0.358 -0.171
N -3.6979 -0.9482 2.2793 0.727 0.811 -0.223
C -4.3436 0.3485 2.2671 -0.368 0.251 0.561
N -2.3734 -1.0254 2.3092 0.490 0.120 1.489
C -1.5334 -0.0370 2.6553 -1.527 -1.107 0.947
H -5.4705 -2.0556 2.0503 0.056 0.083 -0.244
H -4.0201 -3.0546 2.3027 -0.003 0.446 0.038
H -4.8035 -2.2057 3.6563 0.425 0.321 -0.217
H -5.3985 0.2055 1.9796 0.522 0.174 0.056
H -4.3271 0.8237 3.2719 0.012 -0.121 -0.452
H -3.8394 1.0077 1.5422 -0.230 -0.219 0.257
H -0.5255 -0.4115 2.9265 -0.792 0.252 -0.198
H -1.8454 0.9554 3.0529 -0.063 -0.869 -0.319
C 1.1946 -1.2579 -6.0321 -0.142 -0.046 0.188
C 2.1543 -0.6167 -5.2455 0.162 -0.006 -0.184
C 2.4965 -1.1313 -3.9969 -0.177 -0.181 0.174
C 1.8599 -2.2929 -3.5552 -0.518 0.512 -0.531
O 2.0826 -2.7634 -2.2600 -0.008 0.156 1.508
C 1.6225 -1.9223 -1.2476 0.221 0.025 -1.396
C 0.2986 -2.0418 -0.8055 -0.125 -0.196 0.020
C -0.2287 -1.0612 0.0012 -0.137 0.162 -0.152
C 0.5525 0.0400 0.4431 0.109 -0.640 0.317
C -0.0518 1.0507 1.2565 0.238 0.516 -3.128
C 0.7483 2.1708 1.7233 0.539 1.406 1.222
C 0.6147 2.6122 3.0602 0.133 -0.107 -0.346
C 1.4419 3.6102 3.5854 -0.082 -0.049 -0.193
C 2.3742 4.2487 2.7604 -0.323 -0.223 -0.178
C 2.4338 3.9216 1.3974 -0.144 0.021 0.208
C 1.6346 2.9068 0.8764 -0.097 -0.544 0.299
C 1.9421 0.0245 0.1111 -0.091 0.140 0.398
C 2.4589 -0.9057 -0.7622 0.077 -0.241 0.087
C 0.9238 -2.9701 -4.3421 0.185 0.539 0.288
C 0.5640 -2.4193 -5.5721 0.476 -0.114 0.006
H 0.9204 -0.8439 -6.9995 0.075 -0.078 0.186
H 2.6625 0.2856 -5.6099 -0.316 -0.429 0.147
H 3.2215 -0.6250 -3.3496 -0.288 -0.239 -0.388
H -0.3055 -2.9060 -1.0941 0.276 0.380 -0.095
H -1.2624 -1.1315 0.3390 0.353 -0.085 -0.163
H -1.1027 1.2706 1.0665 0.481 -0.213 0.084
H -0.1299 2.1183 3.6847 0.349 0.176 0.051
H 1.3417 3.8861 4.6402 0.087 -0.092 -0.463
H 3.0322 5.0221 3.1542 -0.203 -0.203 -0.039
H 3.1192 4.4711 0.7402 -0.368 -0.308 0.261
H 1.6969 2.6660 -0.1864 -0.081 0.090 0.336
H 2.6044 0.7810 0.5215 -0.141 -0.213 -0.087
H 3.5114 -0.8716 -1.0626 -0.504 -0.062 0.122
H 0.4647 -3.8733 -3.9465 0.053 0.171 -0.141
H -0.1827 -2.9303 -6.1768 0.164 0.192 0.061
```
Positions in Å, forces in eV/Å.

***

No. 3
The following is a DFT calculation (ωB97M-V/def2-TZVPD) of a cluster of 2 separate species, C28H35F5N3O in total in a non-equilibrium geometry.

Results
Net charge: +1
Relative energy (zero: lowest compared OMol25 entry of this formula, charge and spin), eV: 0.000
Gap between HOMO and LUMO, eV: 6.74

The geometry in XYZ format:
```
72
Properties=species:S:1:pos:R:3:forces:R:3
C -4.9839 2.6522 0.2967 -0.076 0.496 0.238
N -3.8686 1.7465 0.1515 0.086 -0.693 -0.209
C -4.0608 0.4321 -0.1654 -1.071 -0.205 0.314
O -5.1478 -0.1242 -0.2938 1.623 0.630 -0.068
C -2.6766 -0.2158 -0.2714 -0.714 -0.438 0.720
C -2.3402 -0.6624 -1.6871 0.212 0.351 -0.352
C -3.3058 -1.7158 -2.1234 -0.266 -0.404 -0.249
C -4.3847 -1.4108 -2.9520 -0.053 0.276 0.075
F -4.4940 -0.1545 -3.4553 0.015 -0.836 0.339
C -5.3827 -2.3383 -3.2227 -0.327 0.081 -0.350
F -6.4391 -2.0012 -3.9898 0.786 -0.300 0.568
C -5.2791 -3.6253 -2.6918 -0.320 -0.281 -0.128
F -6.2337 -4.5368 -2.9536 0.730 0.671 0.198
C -4.1856 -3.9710 -1.8957 0.001 -0.409 0.153
F -4.0808 -5.2175 -1.3929 -0.082 0.851 -0.341
C -3.2183 -3.0117 -1.6203 -0.001 -0.041 0.133
F -2.1787 -3.3325 -0.7964 -0.619 0.215 -0.520
N -1.7975 0.8381 0.2345 2.227 -0.569 -0.472
C -0.4675 0.6246 0.2778 -1.762 -0.168 -0.029
C 0.4737 1.5636 0.6725 1.105 0.754 0.229
C 1.8341 1.2971 0.7880 -0.998 0.089 -0.009
C 2.7838 2.2787 1.2356 0.669 1.209 0.508
C 4.1526 1.9640 1.4826 -0.547 -0.005 -0.171
C 5.0585 2.9460 1.8864 -0.189 0.109 0.028
C 4.6283 4.2680 2.0932 -0.166 -0.460 -0.170
C 3.2809 4.5967 1.8945 -0.142 -0.195 -0.085
C 2.3790 3.6273 1.4697 0.344 -0.278 0.008
C -2.4849 2.1389 0.4087 -0.355 0.640 0.068
C -2.0333 3.1709 -0.6377 0.019 -0.193 -0.151
C -2.3347 2.6847 1.8384 -0.172 -0.243 0.104
H -5.8940 2.1394 -0.0219 0.230 0.018 0.092
H -5.0849 2.9718 1.3407 -0.117 -0.101 -0.164
H -4.8432 3.5480 -0.3176 -0.025 -0.170 0.011
H -2.6587 -1.0957 0.3985 0.056 0.421 -0.166
H -2.3999 0.2085 -2.3540 0.107 -0.278 0.069
H -1.3153 -1.0515 -1.6992 -0.178 0.053 -0.116
H -0.1427 -0.3811 -0.0108 -0.120 0.269 0.224
H 0.1013 2.5608 0.9061 0.339 -0.523 -0.062
H 2.1957 0.2956 0.5376 -0.059 -0.094 0.016
H 4.4755 0.9255 1.3621 -0.023 0.423 0.003
H 6.1082 2.6841 2.0461 -0.430 0.077 -0.038
H 5.3348 5.0393 2.4060 -0.198 -0.296 -0.086
H 2.9218 5.6140 2.0659 0.208 -0.332 -0.060
H 1.3406 3.9177 1.3126 0.357 0.015 0.040
H -2.2943 2.8138 -1.6426 0.066 0.130 0.219
H -2.5363 4.1278 -0.4538 0.119 -0.256 -0.069
H -0.9542 3.3343 -0.5995 -0.186 0.091 -0.040
H -2.8418 2.0125 2.5423 0.139 0.164 -0.119
H -1.2874 2.7656 2.1356 -0.260 0.043 0.014
H -2.7884 3.6804 1.9098 0.084 -0.259 -0.044
C 5.5082 -1.0581 -2.4459 0.133 0.003 -0.074
C 4.2324 -1.7128 -1.9408 -0.233 -0.153 0.299
C 4.0591 -1.5398 -0.4284 0.248 0.205 0.154
N 2.7067 -1.7487 0.0727 -0.618 -0.364 -0.683
C 2.5950 -2.4341 1.3515 0.187 0.126 0.380
C 1.4249 -3.4164 1.4806 0.318 0.105 -0.302
C 1.1043 -3.7019 2.9386 -0.033 -0.129 0.114
H 5.5953 -1.1526 -3.5312 0.021 -0.024 0.127
H 5.5339 0.0088 -2.2040 -0.024 -0.090 -0.003
H 6.3877 -1.5281 -1.9957 -0.051 0.084 -0.053
H 3.3655 -1.3040 -2.4721 0.016 0.034 0.082
H 4.2619 -2.7896 -2.1493 -0.102 0.159 -0.091
H 4.7573 -2.2273 0.0837 -0.138 0.249 -0.131
H 4.3423 -0.5173 -0.1333 0.309 -0.149 -0.228
H 2.0857 -2.1345 -0.6320 0.331 -0.266 0.099
H 3.5284 -2.9905 1.5569 -0.258 0.179 0.035
H 2.5208 -1.6493 2.1222 -0.031 -0.289 0.166
H 0.5352 -3.0462 0.9556 0.065 0.096 0.045
H 1.7237 -4.3469 0.9794 -0.221 0.139 0.007
H 0.2357 -4.3580 3.0356 0.126 0.029 -0.008
H 1.9550 -4.1938 3.4208 -0.127 0.070 0.023
H 0.8914 -2.7811 3.4899 0.018 -0.061 -0.060
```
Positions in Å, forces in eV/Å.

***

Question: Which formula does entry 3 have?
Answer: C28H35F5N3O